# 1
ORCA calculation (wB97M-V/def2-TZVPD) on a gas-phase ion, C3HNO7P (charge +1) in a non-equilibrium geometry.

Element x y z (Å)
O -2.3492 2.9053 0.8594
C -1.9438 2.1133 0.1668
N -1.7079 1.3861 -0.8493
O -0.7684 0.3868 -0.9672
P 0.0694 0.0604 0.4324
O -0.4729 0.9736 1.4282
O -0.0365 -1.5110 0.5966
C 1.1456 -2.1822 0.2699
O 1.2497 -3.3466 0.2832
C 2.2013 -1.1125 -0.1005
O 3.3166 -1.2611 -0.4184
O 1.5883 0.1382 -0.0048
H -2.2922 1.4498 -1.6963

Calculated values
- energy relative to the best compared isomer or geometry (same formula, charge and spin) (kJ/mol) = 140.3
- structure (SMILES) = O=C=[NH+]OP1(=O)OC(=O)C(=O)O1
- calculated total energy (a.u.) = -1037.440916
- net charge = +1
- 2S+1 = 1
- orbital gap (eV) = 9.9
- LUMO energy (eV) = -6.014

Partial atomic charges computed with the natural (NBO) method, in multiples of e:
1 O -0.236
2 C 0.977
3 N -0.324
4 O -0.542
5 P 2.535
6 O -1.008
7 O -0.756
8 C 0.666
9 O -0.355
10 C 0.666
11 O -0.356
12 O -0.756
13 H 0.488

***

# 2
ORCA calculation (wB97M-V/def2-TZVPD) on a molecular structure, C21H21CaO2SiTe4 in a non-equilibrium geometry.

Element x y z (Å)
Ca -0.7169 -0.0337 -0.3261
Te -1.5575 2.7576 -1.0035
Te 1.1292 3.2863 -0.6610
Te 1.8794 0.8077 -1.6333
Te 4.5688 0.7609 -1.6259
C 2.5881 0.5389 2.5061
C 1.1082 0.3273 2.6486
C 0.5328 -0.2085 3.9371
O 0.3771 0.5976 1.7210
H 3.1525 0.1741 3.3598
H 2.7405 1.6149 2.3792
H 2.9432 0.0915 1.5737
H 1.2041 -0.0915 4.7840
H 0.3543 -1.2770 3.7848
H -0.4239 0.2749 4.1254
O -0.9195 -1.9776 -1.0150
Si -2.2075 -2.8596 -0.6053
C -1.7772 -4.4615 0.2948
C -1.8067 -4.5549 1.6889
C -1.4005 -5.7069 2.3512
C -0.9539 -6.8005 1.6257
C -0.9117 -6.7331 0.2396
C -1.3163 -5.5773 -0.4124
C -3.2363 -3.3356 -2.0978
C -4.0046 -4.4991 -2.1814
C -4.7432 -4.7976 -3.3187
C -4.7219 -3.9330 -4.4041
C -3.9586 -2.7763 -4.3473
C -3.2216 -2.4842 -3.2074
C -3.3819 -1.9194 0.6003
C -4.5388 -2.6505 0.9174
C -5.5244 -2.1619 1.7590
C -5.3996 -0.9002 2.3221
C -4.2774 -0.1430 2.0377
C -3.2920 -0.6512 1.1967
H -2.1645 -3.7137 2.2732
H -1.4352 -5.7488 3.4332
H -0.6384 -7.7020 2.1368
H -0.5590 -7.5806 -0.3353
H -1.2673 -5.5441 -1.4954
H -4.0230 -5.1965 -1.3504
H -5.3280 -5.7086 -3.3589
H -5.2933 -4.1647 -5.2947
H -3.9264 -2.1005 -5.1930
H -2.6120 -1.5882 -3.1847
H -4.6765 -3.6388 0.4912
H -6.3960 -2.7689 1.9726
H -6.1733 -0.5106 2.9719
H -4.1499 0.8496 2.4500
H -2.4606 0.0432 1.0745

Calculated values
- energy relative to the best compared isomer or geometry (same formula, charge and spin) (kJ/mol) = 178.3
- calculated total energy (a.u.) = -3002.764425
- net charge = -1
- 2S+1 = 1
- orbital gap (eV) = 5.6
- LUMO energy (eV) = 2.206

Partial atomic charges computed with the natural (NBO) method, in multiples of e:
1 Ca 1.705
2 Te -0.773
3 Te -0.125
4 Te -0.254
5 Te -0.619
6 C -0.744
7 C 0.655
8 C -0.723
9 O -0.655
10 H 0.210
11 H 0.270
12 H 0.286
13 H 0.221
14 H 0.248
15 H 0.241
16 O -1.384
17 Si 1.885
18 C -0.504
19 C -0.198
20 C -0.225
21 C -0.214
22 C -0.244
23 C -0.121
24 C -0.427
25 C -0.233
26 C -0.216
27 C -0.218
28 C -0.221
29 C -0.193
30 C -0.489
31 C -0.136
32 C -0.235
33 C -0.217
34 C -0.201
35 C -0.217
36 H 0.210
37 H 0.204
38 H 0.205
39 H 0.206
40 H 0.206
41 H 0.209
42 H 0.202
43 H 0.204
44 H 0.210
45 H 0.221
46 H 0.202
47 H 0.207
48 H 0.208
49 H 0.218
50 H 0.155

***

# 3
ORCA calculation (wB97M-V/def2-TZVPD) on a molecular structure, C31H25IrN7O3S in a non-equilibrium geometry.

Element x y z (Å)
Ir -0.0899 0.0220 0.3695
N -4.0898 -0.7952 -0.7806
C -3.1010 0.0806 -0.9001
N -2.0637 -0.3773 -0.1997
C -2.5153 -1.5669 0.3186
N -3.7415 -1.8437 -0.0147
C -1.5999 -2.3556 1.1297
C -1.8906 -3.5942 1.6830
N -0.9855 -4.2620 2.3862
C 0.2114 -3.7156 2.5350
C 0.5332 -2.4754 1.9882
N -0.3805 -1.7936 1.2903
H -5.0195 -0.7577 -1.1869
H -3.1633 0.9957 -1.4654
H -2.8681 -4.0432 1.5459
H 0.9509 -4.2678 3.1028
H 1.5169 -2.0463 2.1079
O 6.1362 0.0266 -3.9555
C 4.8370 0.1411 -3.7834
O 4.1023 0.5283 -4.6611
C 4.2342 -0.0648 -2.4135
C 2.9217 -0.5303 -2.4077
C 2.2055 -0.4949 -1.2376
C 2.7692 0.0375 -0.0789
C 4.1024 0.4196 -0.0521
C 4.8409 0.3456 -1.2311
N 1.8183 0.2894 0.9450
C 1.9793 0.7977 2.1107
C 0.7528 1.1164 2.8317
C 0.7142 1.6552 4.1005
C -0.5220 1.9537 4.6737
C -1.6750 1.7170 3.9463
C -1.5825 1.1743 2.6695
N -0.3991 0.8770 2.1320
H 6.5993 -0.4319 -3.2356
H 2.4813 -0.8735 -3.3343
H 1.1716 -0.8697 -1.2583
H 4.5608 0.8431 0.8316
H 5.8631 0.7053 -1.2308
H 2.9533 1.0219 2.5331
H 1.6378 1.8400 4.6344
H -0.5751 2.3681 5.6724
H -2.6527 1.9386 4.3527
H -2.4603 0.9670 2.0757
O 0.4230 1.7374 -0.7313
S -0.1483 2.1965 -2.1012
C -0.4508 3.9244 -1.9895
C -1.2860 4.4562 -2.9727
C -1.5146 5.8229 -2.9725
C -0.9307 6.6231 -1.9965
C -0.1181 6.0706 -1.0084
C 0.1372 4.7102 -0.9973
C 1.3389 2.1316 -3.1215
C 1.3269 1.3840 -4.2564
C 2.5012 1.3630 -5.0761
C 3.6584 2.1200 -4.7309
C 3.6533 2.8749 -3.5870
C 2.5049 2.8958 -2.7771
H -1.7461 3.8252 -3.7245
H -2.1558 6.2621 -3.7245
H -1.1158 7.6894 -2.0000
H 0.3138 6.7072 -0.2479
H 0.7564 4.2660 -0.2278
H 0.4672 0.7968 -4.5541
H 2.5117 0.7527 -5.9720
H 4.5242 2.0864 -5.3807
H 4.5181 3.4585 -3.2997
H 2.5019 3.4969 -1.8768

Calculated values
- energy relative to the best compared isomer or geometry (same formula, charge and spin) (kJ/mol) = 204.0
- calculated total energy (a.u.) = -2306.278524
- net charge = +4
- 2S+1 = 2
- orbital gap (spin up / spin down) (eV) = 6.2 / 6.4
- LUMO energy (spin up / spin down) (eV) = -12.728 / -12.850

Partial atomic charges computed with the natural (NBO) method, in multiples of e:
1 Ir 1.223
2 N -0.284
3 C 0.243
4 N -0.557
5 C 0.278
6 N -0.145
7 C 0.102
8 C 0.089
9 N -0.261
10 C 0.054
11 C 0.019
12 N -0.388
13 H 0.476
14 H 0.259
15 H 0.265
16 H 0.259
17 H 0.226
18 O -0.555
19 C 0.891
20 O -0.500
21 C -0.185
22 C -0.135
23 C -0.211
24 C 0.211
25 C -0.235
26 C -0.068
27 N -0.419
28 C 0.192
29 C 0.077
30 C -0.132
31 C -0.085
32 C -0.172
33 C 0.087
34 N -0.323
35 H 0.537
36 H 0.259
37 H 0.181
38 H 0.257
39 H 0.251
40 H 0.253
41 H 0.276
42 H 0.286
43 H 0.286
44 H 0.239
45 O -0.978
46 S 1.231
47 C -0.242
48 C -0.219
49 C -0.172
50 C -0.127
51 C -0.169
52 C -0.244
53 C -0.128
54 C -0.280
55 C 0.031
56 C -0.012
57 C -0.263
58 C -0.145
59 H 0.240
60 H 0.263
61 H 0.262
62 H 0.252
63 H 0.226
64 H 0.260
65 H 0.275
66 H 0.297
67 H 0.270
68 H 0.250